9 unconnected molecules or ions with the total composition C31H66NO15 at a distorted geometry, computed with wB97M-V/def2-TZVPD.

```
113
Properties=species:S:1:pos:R:3
N -0.555 -0.097 0.076
H -0.923 -0.946 0.049
H -1.223 0.560 0.592
H -0.290 0.033 -0.922
H 0.432 -0.204 0.487
O 0.655 1.976 2.248
C 1.464 1.489 3.126
O 2.699 1.828 3.167
C 3.168 3.076 2.687
C 4.309 3.281 3.585
C 1.070 0.240 3.888
H 2.597 3.872 2.705
H 3.623 2.905 1.660
H 4.095 3.628 4.654
H 5.057 3.972 3.152
H 4.958 2.679 3.820
H 1.598 -0.649 3.419
H -0.135 0.005 3.643
H 1.449 0.519 4.915
O -0.602 -0.034 -3.231
C -0.411 0.483 -4.314
O 0.470 0.180 -5.323
C 1.391 -0.839 -4.884
C 2.577 -0.643 -5.971
C -1.204 1.668 -4.660
H 0.787 -1.822 -4.884
H 1.710 -0.827 -3.891
H 2.121 -0.716 -7.100
H 3.402 -1.490 -5.920
H 3.040 0.296 -5.665
H -2.186 1.123 -4.576
H -0.990 1.929 -5.458
H -1.105 2.378 -3.871
O -0.657 2.598 -1.365
C -0.556 3.726 -1.126
O 0.530 4.354 -0.752
C 1.827 3.784 -0.998
C 2.875 4.791 -1.038
C -1.762 4.649 -0.934
H 1.584 3.287 -1.918
H 2.060 3.072 -0.115
H 3.933 4.189 -0.870
H 2.900 5.503 -0.275
H 3.020 5.468 -1.819
H -1.833 5.532 -1.609
H -1.854 5.158 -0.092
H -2.611 4.176 -1.221
O -2.330 -0.852 2.368
C -3.439 -1.130 2.718
O -4.059 -2.303 2.391
C -3.416 -3.214 1.645
C -4.287 -4.486 1.669
C -4.302 -0.207 3.515
H -2.333 -3.415 1.828
H -3.504 -2.784 0.732
H -5.212 -4.314 0.977
H -4.425 -4.937 2.449
H -3.572 -5.179 1.062
H -4.834 -0.695 4.368
H -5.105 0.143 2.922
H -3.683 0.503 3.839
O 0.754 -2.635 0.913
C 1.080 -3.520 0.030
O 0.788 -4.892 0.205
C 0.351 -5.410 1.417
C 0.180 -6.912 1.275
C 1.468 -3.164 -1.331
H -0.555 -5.040 1.515
H 1.030 -5.036 2.268
H -0.461 -7.044 0.748
H -0.025 -7.298 2.219
H 1.053 -7.313 0.800
H 1.259 -4.103 -1.793
H 2.700 -2.923 -1.441
H 0.949 -2.377 -1.917
O -3.213 1.830 0.600
C -4.090 2.502 1.167
O -3.807 3.220 2.238
C -2.453 3.065 2.809
C -2.331 3.900 4.117
C -5.454 2.654 0.623
H -1.780 3.407 2.040
H -2.278 2.059 3.132
H -1.317 4.270 4.155
H -2.611 3.354 4.928
H -2.782 4.719 4.029
H -5.266 2.259 -0.338
H -5.920 3.556 0.552
H -6.170 2.108 1.264
O 2.479 0.086 -1.117
C 3.722 0.388 -1.148
O 4.554 0.218 -0.209
C 4.121 -0.546 0.953
C 5.304 -0.533 2.091
C 4.355 1.112 -2.403
H 4.007 -1.643 0.692
H 3.311 -0.239 1.361
H 5.081 0.384 2.464
H 6.146 -0.697 1.569
H 5.097 -1.252 2.825
H 3.707 1.789 -2.994
H 4.721 0.450 -3.087
H 5.040 1.684 -2.089
C -1.531 -4.448 -2.513
C -2.098 -3.004 -2.546
O -1.919 -2.281 -1.541
C -2.670 -2.510 -3.806
H -0.446 -4.471 -3.051
H -2.074 -5.080 -3.086
H -1.529 -4.778 -1.650
H -3.258 -3.158 -4.469
H -1.907 -2.371 -4.426
H -3.333 -1.649 -3.596
```

Calculated values
LUMO: -0.05287 Eh
Charge: +1

A molecular structure, C31H67GaN2O9SSi4, computed with wB97M-V/def2-TZVPD.

```
115
Properties=species:S:1:pos:R:3
Ga 0.515 0.442 -1.196
C 4.363 0.263 0.107
O 3.191 1.030 -0.086
Si 3.049 2.113 -1.355
C 3.961 3.662 -0.825
C 4.069 1.471 -2.796
C 1.202 2.248 -1.688
Si 0.920 2.651 -3.527
C 1.340 1.210 -4.672
C -0.832 3.202 -3.892
C 2.009 4.095 -4.075
Si 0.454 3.592 -0.565
C 0.998 5.339 -1.015
C -1.416 3.754 -0.603
C 0.990 3.247 1.199
H 5.216 0.894 0.377
H 4.623 -0.306 -0.791
H 4.188 -0.443 0.918
H 4.996 3.364 -0.629
H 3.575 4.123 0.083
H 3.986 4.418 -1.612
H 5.106 1.350 -2.470
H 4.075 2.180 -3.625
H 3.706 0.515 -3.168
H 1.323 0.252 -4.158
H 2.321 1.343 -5.133
H 0.596 1.161 -5.471
H -1.599 2.541 -3.493
H -0.956 3.228 -4.978
H -1.014 4.211 -3.519
H 3.024 4.073 -3.676
H 1.573 5.059 -3.804
H 2.089 4.067 -5.166
H 0.543 5.667 -1.952
H 2.070 5.507 -1.079
H 0.604 5.992 -0.228
H -1.723 4.387 -1.437
H -1.721 4.265 0.316
H -1.961 2.817 -0.677
H 2.076 3.286 1.315
H 0.666 2.262 1.541
H 0.550 3.991 1.870
C -4.492 -5.469 -0.850
C -3.855 -4.160 -1.230
C -4.157 -2.994 -0.536
C -3.545 -1.791 -0.856
C -2.625 -1.752 -1.889
C -2.308 -2.903 -2.598
C -2.921 -4.098 -2.262
S -1.963 -0.195 -2.402
O -1.984 0.711 -1.257
O -2.678 0.189 -3.581
O -0.500 -0.472 -2.671
H -5.450 -5.312 -0.355
H -3.851 -6.025 -0.161
H -4.656 -6.098 -1.725
H -4.879 -3.026 0.272
H -3.762 -0.891 -0.304
H -1.593 -2.854 -3.409
H -2.677 -4.998 -2.815
C 2.829 -2.436 -3.879
N 2.659 -2.875 -2.503
C 2.168 -2.055 -1.557
N 1.955 -2.539 -0.318
O 1.963 -0.848 -1.840
H 3.221 -3.270 -4.456
H 3.529 -1.606 -3.941
H 1.878 -2.118 -4.305
H 2.867 -3.826 -2.260
H 1.875 -3.534 -0.196
H 1.341 -1.955 0.252
C -2.463 2.022 2.403
C -2.989 0.597 2.509
C -4.378 0.516 1.891
C -3.032 0.139 3.963
O -2.156 -0.290 1.736
Si -0.565 -0.620 1.792
O 0.160 -0.440 0.357
O 0.077 0.327 2.952
C 1.191 0.214 3.846
C 2.431 -0.158 3.048
C 1.351 1.587 4.483
C 0.891 -0.830 4.916
O -0.264 -2.185 2.200
C -0.979 -3.418 2.264
C -2.365 -3.223 2.867
C -1.089 -3.997 0.856
C -0.154 -4.342 3.152
H -3.164 2.717 2.868
H -2.355 2.288 1.352
H -1.495 2.116 2.895
H -5.084 1.117 2.466
H -4.730 -0.518 1.884
H -4.354 0.896 0.869
H -3.630 0.838 4.552
H -2.026 0.111 4.380
H -3.483 -0.851 4.046
H 2.584 0.571 2.252
H 2.306 -1.147 2.599
H 3.314 -0.181 3.691
H 1.569 2.337 3.721
H 2.164 1.578 5.211
H 0.429 1.870 4.994
H 0.762 -1.811 4.463
H -0.020 -0.569 5.458
H 1.714 -0.878 5.632
H -2.976 -2.574 2.241
H -2.280 -2.775 3.859
H -2.861 -4.191 2.966
H -1.476 -3.250 0.163
H -1.758 -4.860 0.845
H -0.111 -4.335 0.508
H -0.113 -3.957 4.171
H 0.865 -4.418 2.769
H -0.595 -5.340 3.177
```

Calculated values
LUMO: 0.00636 Eh
Charge: 0

3 unconnected molecules or ions with the total composition C31H68B2F3N2O14P2S at a distorted geometry, computed with wB97M-V/def2-TZVPD.

```
123
Properties=species:S:1:pos:R:3
C 0.366 0.574 -4.806
C 0.336 0.838 -3.608
C 0.340 1.628 -2.244
P 1.719 0.726 -1.282
C 1.417 0.787 0.578
C 1.684 -1.139 -1.684
C 0.291 -1.824 -1.248
O -0.872 1.111 -1.604
P -1.909 2.372 -0.910
C -2.687 3.806 0.108
C -4.149 3.539 0.670
C -4.930 4.960 0.616
S -6.697 4.696 0.092
O -7.335 5.976 -0.278
O -7.409 4.005 1.188
O -6.765 3.772 -1.297
C -2.758 0.921 0.064
O -2.376 0.984 1.471
C -2.985 0.022 2.233
F -4.222 0.405 2.757
F -3.117 -1.216 1.620
F -2.152 -0.183 3.355
B -3.141 2.412 -2.396
O -4.004 3.559 -2.516
C -3.287 1.302 -3.565
C -3.399 -0.204 -3.067
O -0.853 3.636 -1.513
C 0.319 3.242 -2.267
C 1.483 3.970 -1.414
C 2.905 3.995 -2.140
C 4.052 3.247 -1.317
C 5.496 3.890 -1.504
O 6.183 3.303 -2.643
B 0.064 4.021 -3.682
O -0.762 5.202 -3.593
O 0.618 3.652 -4.928
C 0.118 4.485 -6.012
H 0.408 0.196 -5.848
H 0.387 0.385 0.810
H 1.515 1.821 1.019
H 2.220 0.136 1.059
H 2.477 -1.646 -1.055
H 1.907 -1.314 -2.773
H 0.041 -1.579 -0.168
H -0.524 -1.458 -1.943
H 0.354 -2.951 -1.418
H -0.942 2.291 0.189
H -2.577 4.757 -0.495
H -2.011 3.946 1.016
H -4.160 3.191 1.752
H -4.781 2.833 0.061
H -4.499 5.651 -0.172
H -4.880 5.498 1.604
H -6.689 2.822 -1.066
H -2.295 -0.027 -0.364
H -3.871 0.835 -0.127
H -4.498 3.503 -3.361
H -2.466 1.451 -4.346
H -4.260 1.524 -4.132
H -2.369 -0.683 -3.047
H -3.966 -0.344 -2.105
H -3.973 -0.779 -3.871
H 1.128 5.032 -1.245
H 1.610 3.486 -0.405
H 3.224 5.092 -2.187
H 2.914 3.581 -3.189
H 3.827 3.175 -0.200
H 4.110 2.195 -1.734
H 5.485 5.021 -1.571
H 6.142 3.636 -0.599
H 5.924 3.808 -3.442
H -1.701 4.930 -3.667
H -1.007 4.546 -6.045
H 0.614 5.500 -5.914
H 0.438 4.078 -7.028
C 3.822 -7.211 -5.730
O 3.566 -7.421 -4.352
C 4.737 -7.585 -3.551
C 5.045 -6.325 -2.741
N 5.509 -5.228 -3.587
C 5.464 -3.900 -2.965
C 4.147 -3.402 -2.349
O 3.130 -3.074 -3.284
C 2.479 -4.187 -3.867
H 2.895 -7.397 -6.274
H 4.122 -6.177 -5.930
H 4.589 -7.895 -6.106
H 5.597 -7.900 -4.154
H 4.513 -8.392 -2.850
H 5.817 -6.556 -1.999
H 4.130 -6.061 -2.203
H 4.956 -5.198 -4.433
H 5.750 -3.187 -3.745
H 6.245 -3.855 -2.199
H 4.374 -2.465 -1.834
H 3.757 -4.076 -1.576
H 2.315 -4.996 -3.149
H 3.042 -4.538 -4.732
H 1.503 -3.859 -4.234
C -3.110 -0.264 6.614
O -2.838 0.041 7.974
C -3.468 -0.827 8.913
C -2.476 -1.828 9.507
N -2.053 -2.829 8.529
C -0.845 -3.577 8.888
C 0.434 -2.807 9.256
O 1.078 -2.155 8.171
C 0.447 -0.965 7.731
H -2.841 0.606 6.015
H -2.506 -1.107 6.264
H -4.171 -0.480 6.454
H -4.338 -1.331 8.475
H -3.831 -0.189 9.722
H -2.944 -2.335 10.358
H -1.628 -1.249 9.884
H -1.893 -2.381 7.637
H -0.610 -4.210 8.027
H -1.095 -4.251 9.715
H 1.157 -3.548 9.612
H 0.288 -2.113 10.091
H 0.052 -0.373 8.560
H -0.336 -1.202 7.011
H 1.188 -0.357 7.206
```

Calculated values
LUMO: 0.08017 Eh
Charge: -1

4 unconnected molecules or ions with the total composition C31H68FNO14P3 at a distorted geometry, computed with wB97M-V/def2-TZVPD.

```
118
Properties=species:S:1:pos:R:3
C 6.282 3.909 1.513
C 5.510 4.278 0.245
F 6.406 4.660 -0.748
C 4.541 3.202 -0.299
C 5.420 2.010 -0.721
C 4.717 0.873 -1.412
O 3.525 0.631 -1.329
C 3.570 2.884 0.859
C 2.071 2.624 0.559
C 1.721 1.160 0.958
C 1.235 3.519 1.489
N 1.688 2.774 -0.874
O 0.412 2.827 -0.983
C 2.354 3.841 -1.667
C 1.961 3.598 -3.150
C 1.867 5.247 -1.287
C 3.894 3.806 -1.578
H 7.296 4.296 1.416
H 6.310 2.843 1.723
H 5.853 4.425 2.371
H 4.877 5.138 0.487
H 6.002 1.590 0.106
H 6.165 2.385 -1.431
H 5.369 0.219 -2.037
H 3.612 3.732 1.549
H 3.991 2.047 1.413
H 2.602 0.532 1.053
H 1.099 1.129 1.849
H 1.122 0.723 0.159
H 0.200 3.196 1.531
H 1.643 3.375 2.493
H 1.322 4.581 1.267
H 1.077 2.970 -3.220
H 1.745 4.544 -3.643
H 2.766 3.126 -3.711
H 2.213 5.938 -2.056
H 0.781 5.301 -1.255
H 2.297 5.601 -0.348
H 4.216 4.844 -1.662
H 4.328 3.297 -2.436
O -4.190 2.227 3.820
P -3.575 1.059 4.453
O -2.265 1.403 5.292
C -2.057 2.701 5.863
C -2.516 2.768 7.304
O -2.947 0.081 3.360
C -3.119 0.320 1.956
C -1.930 1.061 1.385
O -4.287 -0.082 5.285
C -5.001 0.188 6.507
C -6.057 1.264 6.356
H -2.552 3.465 5.262
H -0.984 2.885 5.807
H -3.598 2.643 7.378
H -2.258 3.735 7.737
H -2.044 1.983 7.896
H -4.046 0.862 1.771
H -3.214 -0.661 1.488
H -1.693 1.939 1.987
H -2.129 1.385 0.363
H -1.051 0.419 1.373
H -4.284 0.432 7.294
H -5.468 -0.756 6.785
H -5.627 2.205 6.011
H -6.549 1.442 7.313
H -6.810 0.964 5.627
O -1.898 -5.839 3.486
P -2.915 -5.566 2.467
O -4.131 -6.597 2.501
C -4.500 -7.285 3.701
C -5.606 -6.570 4.450
O -2.339 -5.861 1.007
C -0.966 -6.200 0.807
C -0.780 -7.702 0.739
O -3.580 -4.183 2.099
C -4.364 -3.430 3.047
C -3.645 -3.169 4.352
H -3.628 -7.427 4.342
H -4.842 -8.272 3.390
H -5.267 -5.601 4.820
H -5.928 -7.167 5.304
H -6.465 -6.401 3.799
H -0.345 -5.767 1.591
H -0.674 -5.737 -0.137
H -1.266 -8.188 1.584
H 0.281 -7.957 0.750
H -1.222 -8.103 -0.175
H -5.318 -3.939 3.204
H -4.587 -2.485 2.555
H -3.344 -4.098 4.842
H -4.293 -2.614 5.027
H -2.744 -2.581 4.180
O 1.166 0.865 -7.308
P 1.049 -0.579 -7.086
O 2.015 -1.438 -8.020
C 3.236 -0.898 -8.538
C 4.426 -1.243 -7.668
O -0.370 -1.111 -7.586
C -1.382 -0.210 -8.040
C -1.357 -0.079 -9.549
O 1.035 -1.353 -5.711
C 2.156 -1.321 -4.803
C 2.602 0.082 -4.454
H 3.150 0.182 -8.666
H 3.362 -1.336 -9.529
H 4.349 -0.766 -6.689
H 5.348 -0.900 -8.140
H 4.493 -2.320 -7.515
H -1.271 0.763 -7.563
H -2.332 -0.631 -7.711
H -0.346 0.133 -9.900
H -2.017 0.727 -9.875
H -1.686 -1.005 -10.022
H 2.972 -1.913 -5.224
H 1.820 -1.839 -3.907
H 2.878 0.648 -5.347
H 3.459 0.048 -3.786
H 1.801 0.628 -3.956
```

Calculated values
LUMO (alpha / beta): 0.01947 / 0.01527 Eh
Multiplicity: 2
Expectation value of S²: 0.754
Charge: 0